No. 1
Here is a 8-piece molecular cluster, C47H34F3NO17 overall from OMol25. Energies are from ωB97M-V/def2-TZVPD.

Positions of all 102 atoms, in Å:
C 4.101 -1.893 1.612
C 3.878 -0.454 0.896
C 4.896 0.705 1.348
N 2.914 -0.333 -0.025
O 1.862 0.414 0.428
C 0.656 -0.360 0.328
O 0.744 -1.604 0.203
O -0.630 0.266 0.314
C -1.314 0.116 1.545
F -2.631 0.632 1.347
F -1.472 -1.207 1.982
F -0.695 0.868 2.563
H 3.848 -2.678 0.803
H 3.435 -2.017 2.527
H 5.216 -2.005 1.883
H 4.563 1.292 2.267
H 5.910 0.180 1.528
H 5.046 1.442 0.491
C -5.852 0.792 2.417
C -5.736 2.111 2.264
C -6.902 3.006 2.410
O -6.795 4.211 2.268
C -8.202 2.383 2.733
C -8.320 1.064 2.886
C -7.152 0.168 2.740
O -7.258 -1.036 2.882
H -5.008 0.123 2.314
H -4.791 2.583 2.029
H -9.046 3.053 2.837
H -9.265 0.591 3.122
C -0.105 -3.231 -5.546
C 1.107 -2.713 -5.338
C 1.341 -1.718 -4.272
O 2.446 -1.243 -4.081
C 0.185 -1.319 -3.444
C -1.027 -1.836 -3.651
C -1.263 -2.832 -4.718
O -2.367 -3.305 -4.906
H -0.295 -3.961 -6.323
H 1.966 -2.995 -5.935
H 0.379 -0.590 -2.668
H -1.885 -1.554 -3.053
C 0.088 2.725 -2.594
C 0.991 2.364 -1.681
C 2.418 2.721 -1.830
O 3.245 2.390 -0.999
C 2.804 3.494 -3.030
C 1.901 3.855 -3.943
C 0.474 3.498 -3.793
O -0.350 3.828 -4.624
H -0.961 2.471 -2.500
H 0.726 1.802 -0.800
H 3.852 3.748 -3.123
H 2.168 4.421 -4.827
C -1.073 3.783 5.365
C -2.070 2.902 5.264
C -3.317 3.236 4.543
O -4.229 2.433 4.452
C -3.416 4.581 3.938
C -2.420 5.461 4.039
C -1.172 5.128 4.760
O -0.262 5.930 4.850
H -0.153 3.556 5.889
H -2.013 1.913 5.701
H -4.337 4.807 3.413
H -2.477 6.450 3.602
C 3.598 -7.272 -5.696
C 4.435 -7.820 -4.815
C 5.454 -7.007 -4.116
O 6.219 -7.507 -3.313
C 5.507 -5.564 -4.430
C 4.670 -5.015 -5.311
C 3.651 -5.828 -6.010
O 2.885 -5.327 -6.814
H 2.847 -7.852 -6.218
H 4.409 -8.875 -4.573
H 6.258 -4.983 -3.909
H 4.696 -3.960 -5.554
C 8.629 -1.043 -4.532
C 8.177 -1.380 -3.323
C 6.743 -1.268 -2.982
O 6.331 -1.573 -1.877
C 5.829 -0.770 -4.032
C 6.281 -0.434 -5.241
C 7.715 -0.546 -5.583
O 8.128 -0.241 -6.686
H 9.675 -1.118 -4.799
H 8.833 -1.746 -2.543
H 4.781 -0.695 -3.766
H 5.625 -0.067 -6.022
C -8.717 0.906 7.822
C -7.808 0.531 8.724
C -6.379 0.870 8.558
O -5.549 0.527 9.379
C -5.996 1.641 7.356
C -6.904 2.015 6.454
C -8.334 1.676 6.620
O -9.163 2.019 5.798
H -9.768 0.666 7.927
H -8.072 -0.033 9.610
H -4.945 1.881 7.250
H -6.640 2.579 5.568

Calculated values
Spin multiplicity ... 1
Gap between HOMO and LUMO ... 6.69 eV
Net charge ... 0
HOMO energy ... -8.6 eV
DFT total energy ... -3444.39295 Eh
SMILES ... CC(C)=NOC(=O)OC(F)(F)F.O=C1C=CC(=O)C=C1.O=C1C=CC(=O)C=C1.O=C1C=CC(=O)C=C1.O=C1C=CC(=O)C=C1.O=C1C=CC(=O)C=C1.O=C1C=CC(=O)C=C1.O=C1C=CC(=O)C=C1

Atomic partial charges in e from the Löwdin method, atoms 1 to 4: C -0.0316; C -0.2247; C -0.0352; N 0.0351

No. 2
Here is C20H43O2P3Ru as an isolated structure from OMol25. Energies are from ωB97M-V/def2-TZVPD.

Positions of all 69 atoms, in Å:
Ru -0.269 -0.366 -1.377
P -2.006 -1.574 -0.780
P 0.823 -0.438 0.604
P 1.172 -1.784 -2.347
H -2.518 2.926 -3.302
C -1.526 2.468 -3.293
C -1.288 1.552 -2.069
H -2.001 1.827 -1.298
C -3.285 -0.538 0.003
C -1.767 -2.952 0.386
C -2.791 -2.325 -2.243
C 2.104 0.856 0.614
C -0.161 -0.134 2.108
C 1.741 -1.952 1.065
C 0.770 -1.963 -4.119
C 1.207 -3.526 -1.834
C 2.910 -1.232 -2.318
H -1.355 1.958 -4.241
H -1.452 0.540 -2.558
H -3.689 0.157 -0.745
H -2.847 0.079 0.800
H -4.090 -1.173 0.403
H -1.387 -2.580 1.345
H -1.050 -3.676 -0.014
H -2.737 -3.445 0.535
H -3.020 -1.537 -2.974
H -3.722 -2.830 -1.953
H -2.107 -3.050 -2.705
H 3.014 0.457 1.085
H 1.735 1.713 1.187
H 2.331 1.200 -0.404
H 0.351 -0.581 2.973
H -1.168 -0.558 2.032
H -0.275 0.947 2.253
H 2.663 -2.051 0.477
H 1.124 -2.844 0.908
H 1.988 -1.880 2.132
H 1.262 -2.869 -4.493
H 1.118 -1.097 -4.692
H -0.317 -2.070 -4.235
H 1.456 -4.124 -2.719
H 0.221 -3.844 -1.478
H 1.970 -3.694 -1.068
H 3.362 -1.433 -3.298
H 3.481 -1.776 -1.556
H 2.982 -0.152 -2.132
C -0.384 3.421 -2.871
C 0.725 3.916 -3.728
C 1.948 3.285 -3.801
C 2.176 2.020 -3.189
C 1.066 1.428 -2.613
C 0.067 2.274 -1.918
O -0.863 4.548 -2.105
H -1.761 4.398 -1.827
H 0.599 4.920 -4.110
H 2.776 3.744 -4.338
H 3.103 1.461 -3.329
H 0.615 0.580 -3.213
H 0.348 2.627 -0.913
C -0.083 4.218 1.110
C -1.405 3.548 1.377
C -2.268 4.131 2.464
O -1.767 2.555 0.742
H 0.152 4.977 1.870
H -0.115 4.713 0.127
H 0.704 3.450 1.065
H -2.813 4.994 2.054
H -2.982 3.375 2.794
H -1.642 4.457 3.299

Calculated values
Spin multiplicity ... 5
Gap between HOMO and LUMO (alpha / beta) ... 4.65 / 4.94 eV
Net charge ... +4
HOMO energy (alpha / beta) ... -18.6 / -21.8 eV
DFT total energy ... -2055.50347 Eh
Energy relative to the best compared isomer or geometry (same formula, charge and spin) ... 68.3 kcal per mole

Atomic partial charges in e from the natural (NBO) method, atoms 1 to 4: Ru -0.0145; P 1.2451; P 1.2234; P 1.2915

No. 3
Here is C47H95Co2N5O11 as an isolated structure from OMol25. Energies are from ωB97M-V/def2-TZVPD.

Positions of all 160 atoms, in Å:
Co -0.384 -0.066 0.689
Co 2.172 1.364 -0.823
C 1.055 -0.975 -1.385
O -0.146 -1.149 -1.078
O 1.222 -0.025 -2.060
O 1.653 -0.678 -0.368
C 0.964 1.971 1.355
O 0.524 1.089 2.151
O 2.145 2.118 1.020
O 0.420 1.830 0.245
C 5.118 0.185 -2.313
C 4.684 1.526 -3.167
C 4.138 0.898 -4.495
C 3.357 1.907 -5.307
C 2.304 2.630 -4.520
C 2.721 3.189 -3.199
N 3.597 2.264 -2.486
O 3.990 2.690 -1.257
C 3.349 4.611 -3.511
C 1.341 3.328 -2.383
C 5.938 2.316 -3.530
H 4.876 -0.736 -2.842
H 4.567 0.156 -1.373
H 6.190 0.144 -2.118
H 5.013 0.544 -5.041
H 3.495 0.061 -4.222
H 2.815 1.493 -6.157
H 4.119 2.563 -5.729
H 1.392 2.034 -4.495
H 2.010 3.418 -5.212
H 3.829 4.858 -2.564
H 3.963 4.675 -4.410
H 2.521 5.298 -3.687
H 0.741 4.102 -2.861
H 0.798 2.390 -2.503
H 1.552 3.666 -1.369
H 6.338 2.910 -2.708
H 5.753 2.991 -4.366
H 6.675 1.565 -3.812
H 4.724 3.296 -1.384
C -2.296 3.587 3.601
C -2.297 2.937 5.024
C -3.696 2.332 5.225
C -3.853 1.280 6.332
C -2.773 0.181 6.114
C -1.339 0.747 5.917
N -1.271 1.803 4.910
O 0.018 2.189 4.593
C -0.895 1.186 7.376
C -0.492 -0.536 5.444
C -1.924 4.018 6.113
H -2.252 2.981 2.696
H -1.379 4.172 3.526
H -3.127 4.290 3.542
H -4.263 3.172 5.628
H -3.983 2.019 4.221
H -4.882 0.920 6.342
H -3.644 1.756 7.290
H -3.087 -0.443 5.276
H -2.795 -0.469 6.989
H -1.640 1.694 7.988
H -0.505 0.282 7.845
H -0.049 1.870 7.303
H 0.291 -0.710 6.182
H -1.081 -1.447 5.542
H 0.009 -0.359 4.492
H -2.486 4.951 6.099
H -0.916 4.430 6.150
H -2.101 3.650 7.124
H 0.143 1.650 3.808
C -2.667 1.255 -0.712
C -3.399 0.012 -0.088
C -3.868 -0.934 -1.203
C -4.177 -2.376 -0.736
C -3.014 -2.892 0.143
C -2.692 -2.002 1.441
N -2.466 -0.659 0.922
O -2.127 0.183 1.958
C -3.858 -2.078 2.520
C -1.405 -2.611 2.042
C -4.678 0.606 0.533
H -3.253 2.055 -1.164
H -1.830 1.012 -1.367
H -2.186 1.836 0.075
H -4.816 -0.608 -1.633
H -3.056 -1.005 -1.927
H -4.241 -3.035 -1.602
H -5.107 -2.352 -0.168
H -2.075 -3.076 -0.381
H -3.300 -3.907 0.418
H -4.700 -1.617 2.004
H -4.117 -3.093 2.821
H -3.725 -1.454 3.404
H -1.140 -2.185 3.009
H -1.494 -3.682 2.226
H -0.590 -2.451 1.336
H -4.762 1.671 0.314
H -4.630 0.439 1.609
H -5.645 0.194 0.245
H -2.875 0.323 2.544
C 3.402 -2.473 4.641
C 4.049 -1.779 3.411
C 5.568 -1.829 3.630
C 6.266 -3.155 3.254
C 5.838 -3.589 1.805
C 4.324 -3.636 1.554
N 3.596 -2.476 2.164
O 2.226 -2.476 1.930
C 3.988 -3.624 0.077
C 3.803 -5.003 2.175
C 3.627 -0.275 3.389
H 2.338 -2.609 4.443
H 3.749 -3.491 4.817
H 3.520 -1.918 5.571
H 6.145 -1.040 3.147
H 5.806 -1.604 4.670
H 7.346 -3.186 3.396
H 5.975 -3.844 4.046
H 6.348 -4.541 1.657
H 6.354 -2.870 1.169
H 4.252 -2.647 -0.329
H 2.951 -3.920 -0.086
H 4.555 -4.301 -0.562
H 2.714 -5.042 2.185
H 4.251 -5.132 3.160
H 4.121 -5.931 1.700
H 2.551 -0.122 3.305
H 3.940 0.139 4.348
H 4.062 0.212 2.517
H 2.109 -1.911 1.162
C -1.898 -2.597 -4.394
C -2.588 -1.575 -5.273
C -4.046 -2.011 -5.316
C -4.969 -1.159 -6.229
C -4.959 0.195 -5.581
C -3.491 0.793 -5.233
N -2.548 -0.243 -4.718
O -1.293 0.182 -4.389
C -2.884 1.433 -6.474
C -3.635 1.874 -4.227
C -1.828 -1.672 -6.633
H -0.820 -2.433 -4.405
H -2.164 -3.604 -4.714
H -2.203 -2.505 -3.351
H -4.189 -2.960 -5.833
H -4.422 -2.040 -4.293
H -5.950 -1.625 -6.321
H -4.544 -1.190 -7.232
H -5.678 0.281 -4.766
H -5.325 0.901 -6.327
H -3.447 2.338 -6.703
H -1.880 1.840 -6.348
H -2.912 0.740 -7.315
H -4.434 2.570 -4.483
H -3.982 1.359 -3.331
H -2.746 2.447 -3.965
H -1.157 -0.833 -6.811
H -2.497 -1.774 -7.487
H -1.199 -2.562 -6.650
H -1.161 -0.252 -3.542

Calculated values
Spin multiplicity ... 7
Gap between HOMO and LUMO (alpha / beta) ... 7.57 / 7.58 eV
Net charge ... 0
HOMO energy (alpha / beta) ... -7.2 / -7.2 eV
DFT total energy ... -5714.29572 Eh

Atomic partial charges in e from the Löwdin method, atoms 1 to 4: Co 0.9096; Co 0.8724; C -0.9009; O -0.0741

No. 4
Here is a single C6H10O molecule from OMol25. Energies are from ωB97M-V/def2-TZVPD.

Positions of all 17 atoms, in Å:
C 1.973 -0.553 0.389
C 0.606 -0.029 0.177
C 0.311 1.203 -0.584
C -1.472 1.300 0.012
C -1.757 0.044 0.337
C -0.605 -0.924 0.245
O -0.819 -1.807 -0.844
H 2.282 -1.165 -0.449
H 2.685 0.267 0.510
H 1.960 -1.203 1.266
H 0.370 0.762 0.960
H 0.094 1.208 -1.626
H 1.007 2.040 -0.392
H -2.251 2.073 -0.092
H -2.730 -0.384 0.565
H -0.565 -1.593 1.107
H -1.089 -1.241 -1.581

Calculated values
Spin multiplicity ... 1
Gap between HOMO and LUMO ... 10.38 eV
Net charge ... 0
HOMO energy ... -9.5 eV
DFT total energy ... -309.74068 Eh
SMILES ... C[C@H]1CC=C[C@H]1O
Energy relative to the best compared isomer or geometry (same formula, charge and spin) ... 63.8 kcal per mole

Atomic partial charges in e from the natural (NBO) method, atoms 1 to 4: C -0.5943; C -0.2965; C -0.3628; C -0.2004

No. 5
Here is a single C4H6O2 molecule from OMol25. Energies are from ωB97M-V/def2-TZVPD.

Positions of all 12 atoms, in Å:
C 0.206 0.082 0.113
C -0.457 -1.160 0.542
C -0.605 1.331 -0.067
C 0.130 -0.945 -0.956
O 1.527 0.305 0.621
O 0.870 -1.648 -1.583
H 2.182 0.148 -0.084
H 0.105 -1.892 1.104
H -1.532 -1.180 0.631
H -0.639 1.872 0.882
H -0.155 1.972 -0.831
H -1.633 1.114 -0.372

Calculated values
Spin multiplicity ... 1
Gap between HOMO and LUMO ... 8.43 eV
Net charge ... 0
HOMO energy ... -8.6 eV
DFT total energy ... -306.39087 Eh
SMILES ... C[C@@]1(O)CC1=O
Energy relative to the best compared isomer or geometry (same formula, charge and spin) ... 72.4 kcal per mole

Atomic partial charges in e from the natural (NBO) method, atoms 1 to 4: C 0.1504; C -0.5373; C -0.6188; C 0.5533

No. 6
Here is C23H39BBr33IN2O5P as an isolated structure from OMol25. Energies are from ωB97M-V/def2-TZVPD.

Positions of all 105 atoms, in Å:
C -1.448 2.570 5.560
C -2.625 2.040 4.741
C -2.131 1.523 3.381
C -3.275 0.823 2.675
C -2.887 0.069 1.397
N -4.120 -0.040 0.580
C -4.630 -1.387 0.363
C -5.974 -1.261 -0.367
O -2.046 0.853 0.559
B -0.657 0.408 0.554
I 0.655 2.173 1.069
C -0.050 -0.214 -0.865
O 0.285 -1.595 -0.648
C 1.548 -2.001 -1.079
C 2.531 -2.172 0.088
C 3.652 -1.108 0.145
O -0.680 -0.697 1.517
C -1.991 -1.200 1.548
P -1.978 -2.164 3.113
N -3.365 -2.365 3.794
O -0.986 -1.506 4.191
O -1.262 -3.589 2.731
H -0.999 3.421 5.053
H -0.694 1.786 5.595
H -1.778 2.872 6.550
H -3.301 2.875 4.540
H -3.190 1.273 5.266
H -1.272 0.882 3.576
H -1.766 2.366 2.805
H -3.847 0.168 3.330
H -3.977 1.617 2.378
H -3.931 0.343 -0.338
H -3.989 -2.021 -0.262
H -4.841 -1.923 1.288
H -5.829 -0.680 -1.276
H -6.659 -0.691 0.255
H -6.394 -2.241 -0.576
H 0.821 0.357 -1.182
H -0.755 -0.168 -1.707
H 1.983 -1.387 -1.872
H 1.418 -3.003 -1.508
H 3.025 -3.136 -0.039
H 1.994 -2.249 1.030
H 3.724 -0.615 -0.822
H 3.428 -0.373 0.912
H 4.607 -1.574 0.371
H -2.045 -1.912 0.714
H -4.056 -1.875 3.236
H -0.171 -2.033 4.198
H -1.475 -3.731 1.794
C -5.981 4.379 1.518
Br -7.821 3.793 1.522
Br -5.438 5.013 3.259
Br -4.801 3.006 0.863
H -5.918 5.219 0.842
C -6.325 -4.512 5.041
Br -7.023 -3.443 3.606
Br -7.051 -3.970 6.745
Br -6.582 -6.396 4.722
H -5.257 -4.331 5.073
C 3.502 2.306 -2.341
Br 4.709 3.744 -2.790
Br 1.667 2.799 -2.605
Br 3.954 0.691 -3.298
H 3.626 2.101 -1.285
C 7.673 5.320 -5.703
Br 8.191 4.924 -3.890
Br 6.628 3.894 -6.470
Br 6.754 7.006 -5.850
H 8.581 5.403 -6.285
C -8.997 -0.157 6.185
Br -10.266 0.201 4.777
Br -7.217 0.365 5.687
Br -9.541 0.645 7.854
H -8.985 -1.228 6.336
C 2.198 2.048 7.151
Br 1.936 0.798 5.711
Br 2.113 3.872 6.533
Br 0.971 1.729 8.605
H 3.193 1.888 7.536
C 6.623 0.227 -8.597
Br 5.218 1.157 -7.668
Br 7.755 1.470 -9.539
Br 7.639 -0.905 -7.414
H 6.155 -0.413 -9.330
C 1.219 -5.716 1.234
Br 0.381 -7.251 2.042
Br 3.141 -5.876 1.239
Br 0.526 -5.384 -0.537
H 0.964 -4.857 1.840
C 10.041 4.833 -9.592
Br 8.599 6.097 -9.785
Br 10.075 4.052 -7.831
Br 9.997 3.481 -10.968
H 10.963 5.380 -9.715
C 0.033 -10.931 -0.451
Br -0.226 -12.136 -1.937
Br 0.152 -9.099 -1.023
Br -1.324 -11.165 0.899
H 0.979 -11.187 0.003
C 4.920 6.739 -10.043
Br 4.332 7.873 -11.489
Br 4.117 7.239 -8.367
Br 4.639 4.874 -10.436
H 5.985 6.883 -9.939

Calculated values
Spin multiplicity ... 1
Gap between HOMO and LUMO ... 5.88 eV
Net charge ... -1
HOMO energy ... -5.4 eV
DFT total energy ... -86991.92377 Eh

Atomic partial charges in e from the Löwdin method, atoms 1 to 4: C -0.1253; C -0.2481; C -0.2187; C -0.1639